## one
Below is a molecular structure, C3H5N3, with properties calculated with ωB97M-V/def2-TZVPD.

```
! RIJCOSX wB97M-V def2-TZVPD def2/J DEFGRID3
* xyz 0 1
N 1.518 1.013 0.317
C 0.647 0.011 0.099
N 0.713 -1.274 0.156
H 1.141 1.889 0.656
H 2.358 0.719 0.806
C -0.724 -1.444 -0.223
N -1.591 0.989 -0.500
C -0.760 0.040 -0.267
H -1.113 1.892 -0.420
H -1.329 -1.898 0.563
H -0.861 -1.937 -1.187
*
```

Output
LUMO energy ... 0.73 eV
HOMO-LUMO gap ... 10.43 eV
HOMO ... -9.697 eV

## two
Below is C3H5N3 in the gas phase, with properties calculated with ωB97M-V/def2-TZVPD.

```
! RIJCOSX wB97M-V def2-TZVPD def2/J DEFGRID3
* xyz 0 1
C -1.643 -0.318 -0.270
C -0.373 0.425 -0.247
N 1.557 -0.586 1.592
N 1.731 -0.658 0.421
N 1.005 0.185 -0.698
C 0.446 1.387 -0.066
H -1.771 -0.893 0.654
H -2.482 0.374 -0.382
H -1.639 -1.013 -1.113
H 2.388 -1.277 -0.090
H 0.781 2.375 0.197
*
```

Output
LUMO energy ... 1.09 eV
HOMO-LUMO gap ... 8.96 eV
HOMO ... -7.868 eV

Which structure is most stable? one, by 0.1505 hartree over the runner-up.

## one
Below is C3H5N3 in the gas phase, with properties calculated with ωB97M-V/def2-TZVPD.

```
! RIJCOSX wB97M-V def2-TZVPD def2/J DEFGRID3
* xyz 0 1
C 1.626 0.067 0.018
N 0.565 -1.054 -0.223
C -0.594 -0.548 -0.119
N -0.684 0.812 0.169
C -1.906 -1.185 -0.253
N -3.030 -1.466 -0.312
H 2.162 -0.304 0.882
H 2.200 0.044 -0.899
H 1.451 1.149 0.229
H -0.923 1.437 -0.573
H -0.882 1.079 1.111
*
```

Output
LUMO energy ... 0.37 eV
HOMO-LUMO gap ... 10.31 eV
HOMO ... -9.935 eV

## two
Below is C3H5N3 in the gas phase, with properties calculated with ωB97M-V/def2-TZVPD.

```
! RIJCOSX wB97M-V def2-TZVPD def2/J DEFGRID3
* xyz 0 1
C 0.441 -1.279 1.035
N 0.695 0.161 1.053
C 0.432 0.899 0.004
N -1.535 0.936 -2.264
C 0.160 1.600 -0.974
N -1.049 1.860 -1.581
H -0.594 -1.505 1.317
H 1.123 -1.775 1.729
H 0.615 -1.659 0.026
H 0.579 0.627 1.941
H -0.868 0.135 -2.286
*
```

Output
LUMO energy ... 0.57 eV
HOMO-LUMO gap ... 9.49 eV
HOMO ... -8.916 eV

Which structure is most stable? one, by 0.0788 hartree over the runner-up.

## one
Below is C5H10OS3 in the gas phase, with properties calculated with ωB97M-V/def2-TZVPD.

```
! RIJCOSX wB97M-V def2-TZVPD def2/J DEFGRID3
* xyz 0 1
C 1.608 -1.275 0.630
C -2.435 -0.172 0.133
C -0.897 -0.402 -0.224
C 0.032 0.650 0.303
C 1.434 0.233 -0.032
O 2.403 -2.046 0.202
S -0.477 2.217 -0.411
S 2.525 1.230 0.970
S 1.903 0.109 -1.777
H 0.996 -1.292 1.604
H -3.013 -1.024 -0.476
H -2.462 -0.447 1.229
H -2.897 0.848 -0.190
H -1.007 -0.455 -1.347
H -0.465 -1.436 -0.015
H -0.134 0.606 1.473
H -0.710 1.813 -1.665
H 1.654 2.111 1.467
H 1.942 -1.268 -1.873
*
```

Output
LUMO energy ... 0.46 eV
HOMO-LUMO gap ... 9.70 eV
HOMO ... -9.242 eV

## two
Below is a molecular structure, C5H10OS3, with properties calculated with ωB97M-V/def2-TZVPD.

```
! RIJCOSX wB97M-V def2-TZVPD def2/J DEFGRID3
* xyz 0 1
C 3.400 1.665 -0.151
C 2.581 0.598 -0.007
C -2.410 -0.974 -0.465
C 0.066 -0.518 -0.331
C -1.292 -0.150 0.107
O 1.320 0.622 0.419
S 0.608 -2.254 -0.028
S -1.560 1.632 -0.364
S -1.488 -0.146 1.936
H 4.407 1.313 -0.272
H 3.073 2.632 0.223
H 2.961 -0.394 -0.238
H -3.408 -0.402 -0.527
H -2.158 -1.228 -1.460
H -2.478 -1.886 0.035
H 0.162 -0.225 -1.408
H -0.545 -2.626 0.422
H -0.440 2.224 0.180
H -2.797 0.118 1.927
*
```

Output
LUMO energy ... 0.23 eV
HOMO-LUMO gap ... 8.87 eV
HOMO ... -8.639 eV

Which structure is most stable? one, by 0.0492 hartree over the runner-up.

## one
Below is 2 unconnected molecules or ions with the total composition C3H4S2, with properties calculated with ωB97M-V/def2-TZVPD.

```
! RIJCOSX wB97M-V def2-TZVPD def2/J DEFGRID3
* xyz 0 1
C 0.418 0.354 0.768
C 0.669 -0.639 0.047
C -2.046 -0.201 -0.943
S -3.034 -0.596 0.517
S -2.302 1.252 -0.055
H 0.958 0.886 1.535
H -0.612 0.930 0.656
H 0.723 -1.486 -0.577
H -2.553 -0.309 -1.898
*
```

Output
LUMO energy (spin up / spin down) ... -0.05 / -0.74 eV
HOMO-LUMO gap (spin up / spin down) ... 7.99 / 6.68 eV
HOMO (spin up / spin down) ... -8.046 / -7.415 eV

## two
Below is C3H4S2 in the gas phase, with properties calculated with ωB97M-V/def2-TZVPD.

```
! RIJCOSX wB97M-V def2-TZVPD def2/J DEFGRID3
* xyz 0 1
C 0.385 0.177 -0.061
C -0.667 1.380 0.009
C -1.777 0.512 0.008
H -0.614 2.012 -0.841
H -0.394 1.858 0.927
H -2.586 0.709 -0.798
H -2.192 0.495 0.953
S 2.024 -0.002 0.003
S -0.890 -1.091 -0.002
*
```

Output
LUMO energy ... -0.12 eV
HOMO-LUMO gap ... 8.55 eV
HOMO ... -8.671 eV

Which structure is most stable? two, by 0.1715 hartree over the runner-up.

## one
Below is C3H4S2 in the gas phase, with properties calculated with ωB97M-V/def2-TZVPD.

```
! RIJCOSX wB97M-V def2-TZVPD def2/J DEFGRID3
* xyz 0 1
C 2.129 -1.357 0.238
C 1.343 -0.356 0.403
C 0.090 0.131 0.739
S 2.904 0.188 -0.299
S -1.490 -0.482 -0.262
H 2.269 -2.331 0.040
H 0.101 1.188 0.526
H -0.226 -0.226 1.817
H -1.056 -1.636 -0.729
*
```

Output
LUMO energy ... 0.16 eV
HOMO-LUMO gap ... 7.89 eV
HOMO ... -7.735 eV

## two
Below is C3H4S2 in the gas phase, with properties calculated with ωB97M-V/def2-TZVPD.

```
! RIJCOSX wB97M-V def2-TZVPD def2/J DEFGRID3
* xyz 0 1
C -0.593 -0.156 0.387
C 0.558 0.904 0.630
C -0.179 -0.962 -0.716
H 0.322 1.895 0.273
H 0.997 0.977 1.584
H -0.672 -0.997 -1.537
H 0.108 -2.170 -0.611
S -2.096 0.337 0.765
S 1.555 0.173 -0.775
*
```

Output
LUMO energy ... -0.85 eV
HOMO-LUMO gap ... 8.13 eV
HOMO ... -8.980 eV

## three
Below is a molecular structure, C3H4S2, with properties calculated with ωB97M-V/def2-TZVPD.

```
! RIJCOSX wB97M-V def2-TZVPD def2/J DEFGRID3
* xyz 0 1
C 0.123 -1.117 -0.537
C 0.095 0.323 -0.707
C 0.181 1.262 0.290
H -0.970 -1.050 1.766
H -0.657 0.607 -1.530
H 0.218 2.475 0.243
H 0.368 1.270 1.520
S 0.495 -1.785 1.082
S 0.146 -1.987 -2.127
*
```

Output
LUMO energy ... -1.76 eV
HOMO-LUMO gap ... 7.11 eV
HOMO ... -8.869 eV

Which structure is most stable? two, by 0.0178 hartree over the runner-up.

## one
Below is C3H4S2 in the gas phase, with properties calculated with ωB97M-V/def2-TZVPD.

```
! RIJCOSX wB97M-V def2-TZVPD def2/J DEFGRID3
* xyz 0 1
C 0.231 0.160 -0.836
C 1.103 0.606 0.293
C -0.867 -0.717 -0.998
S 1.835 1.993 0.821
S -1.857 -0.811 0.637
H -1.588 -0.228 -1.671
H -0.760 -1.793 -1.257
H 2.575 1.615 1.778
H -0.672 -0.824 1.234
*
```

Output
LUMO energy (spin up / spin down) ... -0.61 / -0.61 eV
HOMO-LUMO gap (spin up / spin down) ... 7.65 / 7.65 eV
HOMO (spin up / spin down) ... -8.266 / -8.265 eV

## two
Below is a molecular structure, C3H4S2, with properties calculated with ωB97M-V/def2-TZVPD.

```
! RIJCOSX wB97M-V def2-TZVPD def2/J DEFGRID3
* xyz 0 1
C -1.089 -0.144 -0.029
C 0.191 -0.739 -0.254
C 1.312 -0.245 0.330
H -0.276 2.210 -0.703
H 0.390 -1.708 -0.896
H 2.218 -0.753 -0.014
H 1.296 0.555 1.363
S -1.440 1.673 0.043
S -2.602 -0.849 0.159
*
```

Output
LUMO energy ... -1.02 eV
HOMO-LUMO gap ... 7.56 eV
HOMO ... -8.586 eV

## three
Below is a molecular structure, C3H4S2, with properties calculated with ωB97M-V/def2-TZVPD.

```
! RIJCOSX wB97M-V def2-TZVPD def2/J DEFGRID3
* xyz 0 1
C 0.979 -0.622 0.082
C 0.088 0.617 0.367
C -1.135 0.456 -0.729
H 0.389 -1.460 0.380
H -0.530 -0.076 1.425
H 0.873 1.587 0.684
H -1.281 1.382 -1.698
S 2.673 -0.779 -0.345
S -2.056 -1.106 -0.166
*
```

Output
LUMO energy ... -1.85 eV
HOMO-LUMO gap ... 7.00 eV
HOMO ... -8.847 eV

## four
Below is a molecular structure, C3H4S2, with properties calculated with ωB97M-V/def2-TZVPD.

```
! RIJCOSX wB97M-V def2-TZVPD def2/J DEFGRID3
* xyz 0 1
C 1.168 0.158 0.040
C -0.092 -0.638 0.377
C -1.253 -0.461 -0.385
H -0.163 2.032 0.598
H 0.011 -1.544 1.071
H -2.013 -1.197 -0.203
H -1.318 0.376 -1.274
S 1.052 1.819 -0.047
S 2.608 -0.544 -0.177
*
```

Output
LUMO energy ... -0.50 eV
HOMO-LUMO gap ... 8.21 eV
HOMO ... -8.719 eV

Which structure is most stable? four, by 0.0344 hartree over the runner-up.